This record from the Open Molecules 2025 dataset describes a structure of composition C25H32BrN3O3ReS4 in a non-equilibrium geometry. The level of theory is the ωB97M-V functional and the def2-TZVPD basis.

CARTESIAN COORDINATES (ANGSTROEM)
Re1 0.155 0.046 0.145
C1 3.135 -0.685 1.838
C2 2.090 -1.084 2.871
S1 0.363 -0.524 2.541
C3 -0.489 -2.142 2.593
C4 -0.112 -3.099 1.476
S2 -0.269 -2.360 -0.198
C5 1.331 -2.839 -0.994
C6 2.594 -2.371 -0.315
S3 2.593 -0.565 0.090
H1 3.963 -1.396 1.845
H2 3.532 0.304 2.050
H3 2.363 -0.640 3.831
H4 2.047 -2.165 3.000
H5 -1.551 -1.901 2.536
H6 -0.288 -2.593 3.566
H7 -0.811 -3.936 1.479
H8 0.901 -3.484 1.577
H9 1.237 -2.391 -1.984
H10 1.329 -3.924 -1.092
H11 3.449 -2.512 -0.977
H12 2.783 -2.916 0.608
C7 -1.806 4.187 0.218
S4 -0.209 3.461 0.723
C8 0.880 4.636 -0.159
O1 -0.108 2.238 -0.157
H13 -1.821 5.236 0.501
H14 -2.597 3.662 0.744
H15 -1.935 4.074 -0.856
H16 1.054 5.503 0.469
H17 0.431 4.931 -1.101
H18 1.814 4.117 -0.350
Br1 -6.550 3.059 -0.512
C9 -5.974 1.284 -0.193
C10 -6.895 0.240 -0.076
N1 -6.498 -0.988 0.147
C11 -5.231 -1.293 0.291
C12 -4.242 -0.312 0.206
C13 -4.624 0.996 -0.060
C14 -2.796 -0.673 0.367
O2 -2.481 -1.858 0.499
O3 -1.986 0.304 0.382
H19 -7.959 0.406 -0.169
H20 -4.986 -2.331 0.469
H21 -3.873 1.762 -0.171
C15 4.318 4.052 2.762
N2 3.109 3.370 3.180
C16 2.587 3.673 4.497
C17 2.442 2.629 2.364
N3 1.859 1.928 1.650
H22 5.129 3.811 3.453
H23 4.163 5.134 2.757
H24 4.601 3.737 1.760
H25 3.353 3.482 5.252
H26 1.719 3.050 4.707
H27 2.291 4.724 4.556
C18 0.169 0.137 -1.853
C19 0.170 0.150 -3.079
C20 0.122 0.123 -4.475
C21 -0.522 -0.957 -5.110
C22 -0.590 -1.004 -6.484
C23 -0.019 0.012 -7.246
C24 0.624 1.080 -6.626
C25 0.694 1.145 -5.252
H28 -0.965 -1.730 -4.502
H29 -1.090 -1.826 -6.973
H30 -0.077 -0.031 -8.323
H31 1.064 1.860 -7.229
H32 1.188 1.967 -4.756

As for the spin multiplicity: 2. The value obtained for the highest occupied orbital energy (alpha / beta) is -13.14 / -13.14 eV. For the lowest unoccupied orbital energy (alpha / beta), the calculation gives -7.9 / -8.0 eV. The value obtained for the total energy is -5606.24061 a.u. The charge is +2. The value obtained for the HOMO-LUMO gap (alpha / beta) is 5.202 / 5.177 eV.

***

This record from the Open Molecules 2025 dataset describes a cluster of 3 separate species, C25H32F7O7P2S in total in a non-equilibrium geometry. The level of theory is the ωB97M-V functional and the def2-TZVPD basis.

CARTESIAN COORDINATES (ANGSTROEM)
C1 5.201 3.879 1.562
C2 4.291 2.802 2.163
C3 2.942 2.719 1.446
C4 2.113 1.491 1.925
P1 1.869 0.212 0.672
C5 3.540 -0.385 0.283
O1 3.455 -1.262 -0.786
C6 4.683 -1.391 -1.524
C7 5.822 -1.982 -0.708
C8 5.424 -3.209 0.117
P2 0.778 -1.529 1.384
C9 0.453 -1.314 3.169
C10 -0.757 -1.802 0.478
S1 1.229 1.025 -1.268
O2 0.339 0.091 -1.892
O3 2.479 1.372 -1.888
C11 0.310 2.685 -1.145
F1 1.256 3.606 -1.015
F2 -0.261 2.819 -2.333
C12 -0.765 2.971 -0.046
F3 -0.168 3.463 1.045
F4 -1.545 3.926 -0.567
C13 -1.701 1.812 0.418
F5 -1.160 1.217 1.493
F6 -2.841 2.347 0.824
F7 -1.967 0.931 -0.527
H1 5.888 4.264 2.316
H2 5.806 3.473 0.750
H3 4.621 4.714 1.167
H4 4.792 1.828 2.092
H5 4.136 2.989 3.230
H6 2.360 3.622 1.617
H7 3.161 2.622 0.379
H8 1.156 1.743 2.376
H9 2.693 0.960 2.693
H10 4.161 0.500 0.081
H11 3.873 -0.847 1.228
H12 4.951 -0.397 -1.904
H13 4.440 -2.020 -2.378
H14 6.280 -1.224 -0.063
H15 6.596 -2.279 -1.424
H16 4.504 -3.043 0.679
H17 5.287 -4.085 -0.519
H18 6.220 -3.450 0.825
H19 0.667 -0.315 3.553
H20 1.120 -2.013 3.676
H21 -0.576 -1.598 3.399
H22 -1.593 -1.182 0.809
H23 -1.049 -2.831 0.684
H24 -0.643 -1.709 -0.601
C14 -3.976 -3.853 0.794
C15 -5.264 -3.982 0.487
C16 -6.106 -5.024 1.136
O4 -7.275 -5.144 0.857
C17 -5.451 -5.907 2.137
C18 -4.163 -5.773 2.441
C19 -3.327 -4.735 1.795
O5 -2.150 -4.610 2.080
H25 -3.345 -3.105 0.334
H26 -5.760 -3.348 -0.237
H27 -6.083 -6.657 2.595
H28 -3.667 -6.404 3.166
C20 -3.475 3.212 -3.488
C21 -4.134 2.581 -2.521
C22 -5.484 2.006 -2.750
O6 -6.068 1.418 -1.866
C23 -6.079 2.182 -4.098
C24 -5.425 2.819 -5.065
C25 -4.067 3.379 -4.842
O7 -3.460 3.945 -5.723
H29 -2.486 3.628 -3.345
H30 -3.722 2.442 -1.533
H31 -7.066 1.760 -4.242
H32 -5.839 2.955 -6.056

The value obtained for the highest occupied orbital energy is -11.99 eV. For the lowest unoccupied orbital energy, the calculation gives -4.0 eV. The value obtained for the total energy is -3278.07812 a.u. The charge is +1. The value obtained for the HOMO-LUMO gap is 8.023 eV.

***

This record from the Open Molecules 2025 dataset describes a structure of composition C25H32N3PdS2Si in a non-equilibrium geometry. The level of theory is the ωB97M-V functional and the def2-TZVPD basis.

CARTESIAN COORDINATES (ANGSTROEM)
Pd1 0.195 0.239 0.129
C1 -2.991 -1.148 -0.012
N1 -1.599 -1.586 0.008
C2 -1.214 -2.234 -1.238
C3 -1.255 -1.246 -2.430
N2 -0.696 0.053 -2.123
C4 0.758 0.132 -2.194
C5 -1.323 1.155 -2.786
C6 -1.447 1.215 -4.162
C7 -2.038 2.310 -4.769
C8 -2.505 3.352 -3.977
C9 -2.364 3.312 -2.608
C10 -1.752 2.222 -1.978
S1 -1.548 2.195 -0.268
C11 -1.388 -2.364 1.200
C12 -1.722 -3.708 1.261
C13 -1.630 -4.423 2.443
C14 -1.176 -3.787 3.589
C15 -0.833 -2.453 3.548
C16 -0.927 -1.713 2.363
S2 -0.505 -0.033 2.403
H1 -3.665 -1.981 -0.277
H2 -3.120 -0.329 -0.719
H3 -3.261 -0.783 0.979
H4 -1.890 -3.067 -1.513
H5 -0.206 -2.640 -1.102
H6 -2.300 -1.098 -2.717
H7 -0.738 -1.726 -3.279
H8 1.154 -0.363 -3.097
H9 1.169 -0.342 -1.282
H10 1.070 1.183 -2.229
H11 -1.064 0.404 -4.768
H12 -2.127 2.350 -5.846
H13 -2.973 4.210 -4.443
H14 -2.718 4.119 -1.983
H15 -2.080 -4.208 0.371
H16 -1.917 -5.466 2.469
H17 -1.093 -4.335 4.518
H18 -0.473 -1.947 4.430
C17 3.083 -2.394 -1.400
Si1 3.288 -1.604 0.358
C18 5.174 -1.797 0.691
C19 2.451 -2.797 1.601
N3 2.538 -0.084 0.452
C20 3.009 1.180 0.368
C21 4.347 1.516 0.076
C22 4.749 2.829 -0.037
C23 3.849 3.870 0.132
C24 2.531 3.569 0.442
C25 2.118 2.262 0.568
H19 3.562 -3.368 -1.465
H20 3.517 -1.757 -2.167
H21 2.038 -2.538 -1.661
H22 5.440 -2.846 0.782
H23 5.474 -1.307 1.611
H24 5.780 -1.389 -0.113
H25 2.773 -3.824 1.446
H26 1.369 -2.774 1.507
H27 2.692 -2.529 2.626
H28 5.060 0.722 -0.076
H29 5.784 3.053 -0.268
H30 4.166 4.896 0.008
H31 1.820 4.369 0.597
H32 1.078 2.036 0.863

The value obtained for the highest occupied orbital energy (alpha / beta) is -4.05 / -4.05 eV. For the lowest unoccupied orbital energy (alpha / beta), the calculation gives 1.8 / 1.9 eV. The value obtained for the total energy is -2349.91210 a.u. The charge is -1. The value obtained for the HOMO-LUMO gap (alpha / beta) is 5.851 / 5.901 eV.